Here is a structure of composition C2H7S2 from the Open Molecules 2025 dataset. Energies are from the ωB97M-V functional and the def2-TZVPD basis.

XYZ file:
```
11
Properties=species:S:1:pos:R:3:lowdin_charge:R:1
C -1.19447 1.20515 -1.04423 -0.6795
H -1.73733 0.42343 -1.51312 0.0092
H 1.98160 -1.33076 1.64865 -0.3024
H -2.72724 1.83167 0.41267 0.0441
C -1.76744 1.27699 0.39255 -0.2436
H -1.08685 1.89798 1.06541 0.0619
H -1.74530 0.28958 0.92799 0.0553
S 0.85554 -1.89617 1.15945 0.1074
S 0.62396 0.67345 -0.99189 0.2515
H -1.27913 2.18612 -1.54006 0.0353
H 0.69361 -0.62732 0.22758 -0.3392
```

Properties
LUMO: 3.852 eV
DFT total energy: -876.79118 a.u.
Orbital gap: 6.989 eV
Spin multiplicity: 1
Molar mass: 95.212 u
Total charge: -1
Highest occupied orbital energy: -0.1153 Eh